A structure of composition C33H40CdGeN2O4SSi at a distorted geometry, computed with ωB97M-V with the def2-TZVPD basis set.

Structure (XYZ):
```
83
Properties=species:S:1:pos:R:3:mulliken_charge:R:1
Cd -0.3640 0.5726 0.1438 1.3463
C -0.0597 7.6767 -0.8763 -1.2018
Si -0.1384 5.8647 -1.4455 0.2151
C -1.4786 5.6822 -2.7140 -0.9511
C 1.5443 5.3712 -2.0886 -0.8755
C -0.6031 4.7417 -0.0073 0.1582
C -0.8995 5.2596 1.2546 -0.1498
C -1.3549 4.3977 2.2318 -1.0695
C -1.3148 3.0152 2.0893 -0.3932
N -1.0277 2.5272 0.9193 -0.2286
C -0.6541 3.3254 -0.1289 0.3782
S -0.1793 2.5488 -1.5726 -0.6707
H 0.5004 8.2482 -1.6191 0.3430
H 0.4819 7.8007 0.0504 0.3398
H -1.0606 8.1752 -0.8186 0.2594
H -1.0909 6.2108 -3.6457 0.2579
H -2.4923 6.0583 -2.4714 0.3043
H -1.5691 4.6103 -2.9799 0.2759
H 2.0847 6.2723 -2.4941 0.3378
H 1.5903 4.6144 -2.9007 0.2605
H 2.1669 4.9824 -1.2749 0.2304
H -0.7585 6.3152 1.4755 0.2652
H -1.7246 4.7798 3.1494 0.3547
H -1.5943 2.3387 2.8956 0.5296
C 3.8897 1.2588 2.7346 -1.7235
C 3.9034 1.2619 1.1885 1.6170
C 4.9442 2.3454 0.7969 -1.6883
O 4.2878 -0.0634 0.7286 -0.7323
C 2.4895 1.5454 0.6955 0.4900
O 2.1577 2.7337 0.8407 -0.6742
O 1.7963 0.5674 0.2875 -0.6203
H 4.9078 1.0397 3.1115 0.4308
H 3.1366 0.5414 3.1532 0.2902
H 3.7298 2.2851 3.0624 0.3581
H 5.8140 2.2479 1.4140 0.4524
H 4.6170 3.3865 1.0355 0.2663
H 5.1977 2.2111 -0.2691 0.3403
H 3.3957 -0.4877 0.6336 0.2287
C -3.8660 0.2457 0.8270 -0.6932
C -3.6322 0.2692 -0.6458 0.6698
N -4.7042 0.1592 -1.4799 -0.4610
O -2.4319 0.3520 -1.1673 -0.5481
H -4.9304 0.1549 1.0279 0.4598
H -3.4359 1.1659 1.2480 -0.0429
H -3.2833 -0.5784 1.2418 0.0256
H -5.6584 0.0136 -1.1446 0.1887
H -4.5756 -0.0476 -2.4471 0.2521
C -0.5436 -1.3696 1.0650 -1.0772
Ge -0.2729 -3.0482 0.1901 1.3494
C 1.6302 -3.5384 -0.0709 0.2178
C 2.4885 -3.1875 0.9734 -0.8559
C 3.8364 -3.6058 0.9020 -0.5705
C 4.2177 -4.5037 -0.1146 -0.5374
C 3.3495 -4.8278 -1.1369 -0.5243
C 2.0503 -4.3945 -1.0944 -0.2171
C -1.0325 -3.2697 -1.5289 -0.1511
C -0.3904 -2.7402 -2.6914 -0.1523
C -0.9280 -2.8919 -3.9476 -0.7249
C -2.2265 -3.4123 -4.0834 -0.3967
C -2.8293 -4.0143 -3.0076 -0.6419
C -2.2023 -4.0451 -1.7580 -0.3083
C -1.2280 -4.1888 1.3897 -0.3413
C -2.6223 -3.9531 1.5529 -0.1114
C -3.2997 -4.6291 2.5651 -0.9159
C -2.6119 -5.6399 3.2734 -0.4487
C -1.2736 -5.8651 3.0773 -0.5117
C -0.5568 -5.1211 2.1301 -0.0599
H -0.4013 -1.4648 2.1432 0.2649
H 2.0708 -2.7141 1.8339 0.4611
H 4.5074 -3.1314 1.5710 0.4010
H 5.1791 -5.0025 -0.0338 0.3371
H 3.6562 -5.3648 -2.0285 0.3338
H 1.3807 -4.6864 -1.8779 0.3665
H 0.6077 -2.3436 -2.5626 0.5677
H -0.3161 -2.6321 -4.7967 0.3666
H -2.7448 -3.3605 -5.0487 0.3225
H -3.7995 -4.5552 -3.1386 0.2730
H -2.5246 -4.6717 -0.9330 0.4270
H -3.1227 -3.2841 0.8570 0.4142
H -4.3596 -4.4568 2.6942 0.3745
H -3.2387 -6.2485 3.9355 0.2969
H -0.7091 -6.5709 3.7295 0.2725
H 0.5064 -5.2638 1.9246 0.2981
```

Properties
- Gap between HOMO and LUMO: 3.557 eV
- E_tot: -4624.26056 Eh
- Total charge: -2
- Highest occupied orbital energy: 0.92 eV
- ΔE to the lowest compared entry with this formula, charge and spin: 0.0 kJ/mol

The molecule C4H7NO2, computed with ωB97M-V with the def2-TZVPD basis set.

Structure (XYZ):
```
14
Properties=species:S:1:pos:R:3:mulliken_charge:R:1
N 1.6675 0.6453 1.7104 -0.4856
C 0.9250 0.3093 0.5999 0.5263
O 1.0751 1.2372 -0.3675 -0.5959
C 0.1143 -0.7677 0.4886 -0.6917
C -0.8669 -0.9300 -0.6091 0.0920
C -1.7397 0.1511 -1.0908 -0.3400
O -0.6064 -0.2558 -1.8650 -0.5313
H 2.5081 1.1718 1.5208 0.2391
H 1.7437 -0.0415 2.4436 0.2210
H 0.6387 0.8764 -1.1688 0.4244
H 0.1224 -1.5260 1.2647 0.2222
H -1.2334 -1.9471 -0.7488 0.4289
H -1.6376 1.1369 -0.6418 0.2173
H -2.7109 -0.0599 -1.5363 0.2733
```

Properties
- Gap between HOMO and LUMO: 8.921 eV
- E_tot: -361.80177 Eh
- Highest occupied orbital energy: -7.88 eV
- ΔE to the lowest compared entry with this formula, charge and spin: 207.6 kJ/mol

The molecule C4H6S2 at a distorted geometry, computed with ωB97M-V with the def2-TZVPD basis set.

Structure (XYZ):
```
12
Properties=species:S:1:pos:R:3:mulliken_charge:R:1
S 3.6258 -0.5939 -0.1343 -0.2075
C 2.1839 -0.0984 0.5323 -0.4946
C 0.9538 0.1307 -0.1966 0.0053
C -0.2276 0.4312 0.3783 0.0134
C -1.5028 0.4373 -0.4421 -0.6841
S -2.8046 -0.7527 0.1243 -0.1962
H 2.2102 0.1388 1.5784 0.2912
H 1.0555 -0.0571 -1.3168 0.2048
H -0.3220 0.6420 1.4843 0.2732
H -1.9403 1.4009 -0.4318 0.3627
H -1.2040 0.1536 -1.4933 0.2919
H -2.0278 -1.8326 -0.0827 0.1398
```

Properties
- Gap between HOMO and LUMO: 7.871 eV
- E_tot: -952.33302 Eh
- Highest occupied orbital energy: -8.81 eV
- ΔE to the lowest compared entry with this formula, charge and spin: 95.5 kJ/mol

A structure of composition C30H36BrIrN6OS, computed with ωB97M-V with the def2-TZVPD basis set.

Structure (XYZ):
```
76
Properties=species:S:1:pos:R:3:mulliken_charge:R:1
Ir -0.2614 -0.2976 0.5339 0.9690
Br 2.7311 5.4574 -7.2997 -0.2142
C 3.0229 5.5206 -5.4277 0.1871
C 1.9370 5.5714 -4.5680 -0.6549
C 2.1459 5.6199 -3.2018 -0.4255
C 3.4501 5.6124 -2.6874 0.3785
C 4.5315 5.5663 -3.5791 -0.1455
C 4.3238 5.5170 -4.9413 -0.4047
N 3.7669 5.6229 -1.3354 -0.8937
N 2.7500 5.6983 -0.5097 -0.3436
C 2.0049 4.6976 -0.0577 0.0527
C 0.8997 5.0256 0.7611 -0.5114
C 0.0169 4.0831 1.2224 -0.7985
C 0.1404 2.7160 0.8943 0.5242
O -0.6828 1.8300 1.2937 -0.5319
C 1.2901 2.3402 0.0902 0.2614
N 1.4277 1.0070 -0.1727 -0.2990
C 2.5382 0.5825 -0.7433 -0.0316
C 3.5667 1.4525 -1.1200 -1.1043
C 3.4111 2.7998 -0.9394 -0.5971
C 2.2420 3.2883 -0.3285 0.7862
H 0.9316 5.5709 -4.9654 0.4007
H 1.3027 5.6626 -2.5289 0.3973
H 5.5326 5.5640 -3.1701 0.4437
H 5.1596 5.4756 -5.6256 0.3908
H 0.7649 6.0722 1.0027 0.3986
H -0.8188 4.3669 1.8487 0.4257
H 2.5893 -0.4861 -0.9104 0.2176
H 4.4615 1.0454 -1.5682 0.4473
H 4.1855 3.4922 -1.2355 0.6526
C -1.2595 -5.4574 1.5993 -1.4307
C -0.8222 -4.8748 0.2888 0.8400
C -0.1445 -5.5647 -0.6607 -1.0391
C 0.1189 -4.8617 -1.8924 0.9122
N -0.0027 -3.5933 -2.0354 -0.2475
C -0.2778 -2.8070 -0.8465 1.6859
S 1.2704 -2.3378 0.0251 -0.7183
N -1.1304 -3.5770 0.0573 0.1482
C 0.4965 -5.6707 -3.1045 -1.5110
H -1.6190 -6.4794 1.4825 0.4402
H -2.0438 -4.8542 2.0544 0.2396
H -0.4088 -5.4654 2.2832 0.2550
H 0.0995 -6.6087 -0.5380 0.3710
H -1.4550 -3.0183 0.8447 -0.0443
H 1.2589 -6.4094 -2.8534 0.4015
H 0.8702 -5.0128 -3.8863 0.3121
H -0.3717 -6.2152 -3.4833 0.2589
C -3.7221 0.0139 1.0558 -1.6041
C -2.8631 -0.6836 2.1160 1.9798
C -2.6803 0.2400 3.3272 -1.6202
C -3.5427 -1.9813 2.5674 -1.9215
N -1.5734 -1.0102 1.5583 -0.3135
H -4.6722 0.3342 1.4903 0.5166
H -3.9316 -0.6582 0.2231 0.2996
H -3.1965 0.8871 0.6702 0.1892
H -3.6563 0.5205 3.7310 0.3924
H -2.1356 1.1361 3.0411 0.2470
H -2.1159 -0.2727 4.1067 0.3693
H -4.5085 -1.7653 3.0293 0.4702
H -2.9190 -2.4999 3.2964 0.3745
H -3.7120 -2.6447 1.7177 0.4078
C 0.4933 -0.7246 -3.1182 -1.6356
C -0.8902 -0.7812 -2.4710 2.4007
C -1.8388 -1.5377 -3.4213 -1.9961
C -1.4392 0.6475 -2.3657 -1.5592
C -0.9714 -1.4490 -1.0753 -2.2020
H 0.3864 -0.3648 -4.1455 0.5073
H 0.9662 -1.7031 -3.1357 0.2094
H 1.1496 -0.0286 -2.5988 0.1948
H -1.8594 -1.0415 -4.3955 0.5121
H -2.8566 -1.5394 -3.0242 0.3918
H -1.5170 -2.5653 -3.5579 0.3071
H -1.4539 1.1129 -3.3550 0.4914
H -0.8351 1.2748 -1.7071 0.2134
H -2.4592 0.6453 -1.9750 0.2059
H -2.0464 -1.5809 -0.9146 0.3212
```

Properties
- 2S+1: 6
- Gap between HOMO and LUMO (alpha / beta): 5.372 / 5.914 eV
- E_tot: -4645.01457 Eh
- Expectation value of S²: 8.844
- Total charge: -1
- Highest occupied orbital energy (alpha / beta): -3.05 / -4.53 eV
- ΔE to the lowest compared entry with this formula, charge and spin: 20.0 kJ/mol

The ion C3H8N with charge +1 at a distorted geometry, computed with ωB97M-V with the def2-TZVPD basis set.

Structure (XYZ):
```
12
Properties=species:S:1:pos:R:3:mulliken_charge:R:1
C -0.4581 0.4179 1.4244 -0.8508
C -0.0429 0.0204 0.2415 0.5169
C -0.9310 -0.3093 -0.8883 -1.2518
N 1.4039 -0.0239 -0.2380 -0.3037
H -0.0207 0.8731 2.2586 0.3593
H -1.4581 0.7268 1.6531 0.2993
H -1.0255 0.4965 -1.5719 0.3710
H -0.7080 -1.3982 -1.2323 0.3590
H -1.9567 -0.6521 -0.5388 0.3471
H 2.1103 0.2913 0.4720 0.3740
H 1.4882 0.5383 -1.1369 0.4018
H 1.5985 -0.9808 -0.4434 0.3778
```

Properties
- Gap between HOMO and LUMO: 11.371 eV
- E_tot: -173.54498 Eh
- Total charge: +1
- Highest occupied orbital energy: -15.30 eV
- ΔE to the lowest compared entry with this formula, charge and spin: 99.1 kJ/mol

A cluster of 6 separate species, C22H32O18 in total at a distorted geometry, computed with ωB97M-V with the def2-TZVPD basis set.

Structure (XYZ):
```
72
Properties=species:S:1:pos:R:3:mulliken_charge:R:1
C 3.1284 18.3385 -4.1709 -1.3012
C 3.8728 17.9203 -5.4247 0.4601
C 3.2050 16.8020 -6.2051 0.6013
O 3.6035 17.1083 -7.5483 -0.3483
C 3.8278 18.4387 -7.6331 0.5660
O 3.9620 19.0427 -8.6473 -0.5651
O 3.8717 18.9928 -6.3986 -0.4029
H 2.0583 18.3971 -4.3667 0.2107
H 3.5180 19.2705 -3.7709 0.4289
H 3.2764 17.5424 -3.4343 0.3144
H 4.9243 17.7216 -5.2131 0.3204
H 2.1240 16.7071 -6.1462 -0.2459
H 3.6817 15.8618 -5.9242 0.0373
C 8.3489 9.0961 -6.3238 -1.3953
C 8.1480 10.4449 -5.6612 0.4258
C 7.1906 10.4267 -4.4646 -0.0372
O 7.9076 11.0613 -3.4154 -0.3393
C 9.1843 11.2938 -3.7964 0.6520
O 10.0166 11.7946 -3.1120 -0.5352
O 9.3906 10.8596 -5.0559 -0.3676
H 8.7011 8.4064 -5.5564 0.3598
H 9.0130 9.1623 -7.1794 0.3478
H 7.3755 8.7149 -6.6439 0.3705
H 7.8563 11.2252 -6.3638 0.2903
H 6.8240 9.4499 -4.1473 0.2408
H 6.3082 11.0167 -4.7153 0.0161
C -1.6887 14.0226 -1.2572 -1.4374
C -2.2543 14.9953 -2.2490 0.4061
C -2.1938 16.4944 -1.8576 -0.4863
O -1.4906 17.1235 -2.9097 -0.3441
C -0.9875 16.1992 -3.7599 0.5192
O -0.2637 16.4714 -4.6660 -0.5258
O -1.3974 14.9653 -3.4401 -0.1991
H -2.3104 14.0608 -0.3577 0.4154
H -0.6429 14.2033 -1.0188 0.3368
H -1.7654 12.9975 -1.6236 0.3610
H -3.2549 14.7435 -2.5924 0.2846
H -1.7301 16.6091 -0.8777 0.2967
H -3.2036 16.8974 -1.8085 0.3230
C 1.4551 10.7396 -7.7729 -1.2122
C 0.3449 10.1781 -6.9282 0.7640
C -1.0097 10.8292 -7.2249 -0.3447
O -1.6035 9.8841 -8.1560 -0.3758
C -0.9441 8.7176 -8.1102 0.5686
O -1.2233 7.7344 -8.7064 -0.5246
O 0.1131 8.8012 -7.2483 -0.4484
H 1.0670 10.9628 -8.7767 0.3904
H 2.2800 10.0438 -7.8923 0.3052
H 1.7986 11.7180 -7.4350 0.1479
H 0.5709 10.2139 -5.8660 0.2360
H -0.9068 11.7509 -7.7916 0.2019
H -1.6902 10.8959 -6.3800 0.2947
O 4.0218 11.6692 -5.3639 -0.5700
C 3.1160 12.3341 -4.9878 0.3915
O 1.9007 11.8487 -4.6264 -0.2987
C 1.1431 12.8854 -4.0397 -0.0754
C 1.8350 14.1484 -4.5561 0.3992
O 3.1239 13.6827 -4.9207 -0.3010
H 0.0861 12.8541 -4.2947 0.2605
H 1.1843 12.8513 -2.9448 0.1311
H 1.8168 14.9514 -3.8207 0.3410
H 1.3065 14.5578 -5.4192 -0.3772
O 1.3876 14.6956 -8.0282 -0.4884
C 0.3983 15.3507 -8.0702 0.7364
O -0.8154 14.8685 -8.4125 -0.3895
C -1.8075 15.9106 -8.3460 -0.3107
C -0.9967 17.1304 -7.8615 -0.3250
O 0.3268 16.6582 -7.7423 -0.2534
H -2.2803 16.0425 -9.3127 0.2622
H -2.5110 15.5813 -7.5843 0.2526
H -1.4084 17.5251 -6.9342 0.1819
H -1.0412 17.9444 -8.5861 0.3761
```

Properties
- Gap between HOMO and LUMO: 10.268 eV
- E_tot: -2211.91480 Eh
- Highest occupied orbital energy: -10.59 eV
- ΔE to the lowest compared entry with this formula, charge and spin: 0.0 kJ/mol

The molecule C4H9NO at a distorted geometry, computed with ωB97M-V with the def2-TZVPD basis set.

Structure (XYZ):
```
15
Properties=species:S:1:pos:R:3:mulliken_charge:R:1
C -1.5754 0.5211 0.5257 -1.0569
C -0.5551 0.9053 -0.5218 -0.0853
N 0.4451 -0.0998 -0.2875 0.2145
C 1.8463 0.0692 -0.5147 -0.8526
C -0.0428 -1.0311 0.5631 -0.3257
O -0.7820 -2.1553 0.2825 -0.4826
H -1.5262 1.1031 1.4479 0.2252
H -1.6379 -1.7401 0.4703 0.3581
H -2.6088 0.5112 0.1372 0.3190
H -0.0669 1.8925 -0.4337 0.2531
H -0.9483 0.8275 -1.5442 0.2166
H 2.1736 1.0344 -0.1044 0.3222
H 2.0968 0.0444 -1.5821 0.2845
H 2.4407 -0.7222 -0.0418 0.3078
H 0.7412 -1.4079 1.2313 0.3023
```

Properties
- Gap between HOMO and LUMO (alpha / beta): 8.672 / 8.671 eV
- E_tot: -287.65835 Eh
- Highest occupied orbital energy (alpha / beta): -7.93 / -7.93 eV
- ΔE to the lowest compared entry with this formula, charge and spin: 457.1 kJ/mol

A structure of composition C8H19AlFO2 at a distorted geometry, computed with ωB97M-V with the def2-TZVPD basis set.

Structure (XYZ):
```
31
Properties=species:S:1:pos:R:3:mulliken_charge:R:1
C 4.6060 -0.5889 0.5765 -0.9469
C 3.0139 -0.9740 0.4000 -0.1191
C 2.5311 -1.1227 -1.1764 -0.5157
C 1.3912 -0.0018 -1.5640 -0.3187
O 0.0200 -0.3513 -1.1253 -0.3081
Al -0.7126 1.0743 -0.1389 0.2532
O -0.2712 2.6691 -1.1147 -0.6818
F 0.0863 1.2718 1.5922 -0.6069
C -2.7538 1.0660 0.0320 0.1257
C -3.1143 1.6233 1.5662 -1.1218
C -3.4772 -0.3832 -0.2150 -0.4250
C -2.5836 -1.6917 0.2073 -0.7741
H 5.3042 -1.0246 -0.2697 0.2785
H 4.7493 0.5862 0.7147 0.2261
H 5.0053 -1.0617 1.5916 0.2565
H 2.3409 -0.1381 0.8920 0.0646
H 2.8221 -2.0114 0.9105 0.2782
H 2.2447 -2.2258 -1.4785 0.2598
H 3.4939 -0.8472 -1.8253 0.2743
H 1.3201 0.1616 -2.7377 0.2032
H 1.7580 1.0198 -1.0981 0.0960
H 0.6424 2.9638 -0.8279 0.2379
H -3.2159 1.8545 -0.7326 0.2910
H -2.4518 2.5752 1.7692 0.2893
H -2.8756 0.7636 2.3356 0.2180
H -4.2761 1.8878 1.6043 0.3088
H -3.9284 -0.4558 -1.3182 0.2373
H -4.4362 -0.3981 0.4952 0.2411
H -1.8878 -2.0903 -0.6769 0.1508
H -1.9835 -1.5731 1.2140 0.1961
H -3.3612 -2.5772 0.3979 0.3316
```

Properties
- Gap between HOMO and LUMO: 8.787 eV
- E_tot: -809.07802 Eh
- Total charge: -1
- Highest occupied orbital energy: -5.32 eV